The following is a DFT calculation (wB97M-V/def2-TZVPD) of C4H9N3O in the gas phase.

CARTESIAN COORDINATES (ANGSTROEM)
C  0.48803  1.17610  -0.59415
C  0.89669  -0.16508  -0.97887
C  0.74009  1.72312  0.75438
N  -0.18961  -0.82963  -0.19899
C  -1.62734  -0.60760  -0.66174
N  0.07557  -1.55709  0.91852
O  -1.68711  0.35911  -1.44765
N  -2.52596  -1.39708  -0.19523
H  -0.04221  1.79269  -1.30048
H  -0.04926  -1.06715  1.79740
H  0.91241  -2.12267  0.87578
H  -2.09964  -2.12834  0.36810
H  0.79795  -0.38383  -2.03796
H  1.86218  -0.48956  -0.59414
H  1.15443  0.99053  1.44771
H  1.46234  2.54665  0.66830
H  -0.16857  2.15983  1.17900

Properties
**Orbital gap (alpha / beta)**: 0.2623 / 0.2624 hartree
**Lowest unoccupied orbital energy (alpha / beta)**: -1.025 / -1.022 eV
**DFT total energy**: -10807.6623 eV
**Multiplicity**: 1
**HOMO (alpha / beta)**: -8.16 / -8.16 eV
**Relative energy (zero: lowest compared OMol25 entry of this formula, charge and spin)**: 110.7 kcal per mole

The following is a DFT calculation (wB97M-V/def2-TZVPD) of a molecular structure, C4H7NO2 in a non-equilibrium geometry.

CARTESIAN COORDINATES (ANGSTROEM)
O  -1.21077  -0.54602  1.48765
C  -1.02019  0.04587  0.20211
C  -0.21914  1.32012  0.32150
O  1.15764  0.97458  0.50458
C  1.68899  -0.09449  -0.13046
N  1.24350  -0.87489  -1.01680
C  -0.16571  -0.98000  -1.18049
H  -0.40024  -0.63140  2.01463
H  -2.04087  0.21386  -0.12235
H  -0.39347  1.92030  -0.57670
H  -0.43733  1.95485  1.19829
H  2.67280  -0.28565  0.27548
H  -0.34657  -1.15868  -2.29402
H  -0.52865  -1.85845  -0.68341

Properties
**Orbital gap**: 0.3494 hartree
**Lowest unoccupied orbital energy**: 0.778 eV
**DFT total energy**: -9843.7724 eV
**Multiplicity**: 1
**HOMO**: -8.73 eV
**Relative energy (zero: lowest compared OMol25 entry of this formula, charge and spin)**: 80.9 kcal per mole

The following is a DFT calculation (wB97M-V/def2-TZVPD) of 2 unconnected molecules or ions with the total composition C2H3BrFN in a non-equilibrium geometry.

CARTESIAN COORDINATES (ANGSTROEM)
C  0.14866  -0.13586  0.48310
C  1.52432  0.13296  0.00220
N  0.60002  -0.32546  -0.89068
F  1.48844  2.26484  -0.36410
Br  3.24855  -0.29926  0.11055
H  -0.09115  -0.98404  1.01084
H  -0.59527  0.71275  0.55941
H  0.06648  0.32725  -1.45517

Properties
**Orbital gap (alpha / beta)**: 0.3555 / 0.3555 hartree
**Lowest unoccupied orbital energy (alpha / beta)**: -0.974 / -0.975 eV
**DFT total energy**: -76368.3776 eV
**Multiplicity**: 1
**HOMO (alpha / beta)**: -10.65 / -10.65 eV
**Relative energy (zero: lowest compared OMol25 entry of this formula, charge and spin)**: 59.3 kcal per mole

The following is a DFT calculation (wB97M-V/def2-TZVPD) of 8 unconnected molecules or ions with the total composition C20H57NO13 in a non-equilibrium geometry.

CARTESIAN COORDINATES (ANGSTROEM)
C  4.49826  -2.78469  1.25362
O  4.38126  -1.44369  1.60762
C  3.69526  -0.68869  0.68262
C  3.21526  0.57031  1.42462
N  2.35526  1.32231  0.49062
C  1.44326  2.16431  1.19962
C  0.45026  2.90631  0.35862
O  -0.58574  3.44131  0.88062
C  -1.46374  2.54131  1.46562
H  4.70226  -2.85869  0.18362
H  3.65826  -3.35569  1.55062
H  5.38326  -3.26269  1.76662
H  2.78226  -1.16069  0.37462
H  4.27726  -0.45569  -0.17638
H  4.03026  1.20831  1.77062
H  2.64326  0.28131  2.32262
H  1.75526  0.58831  0.10962
H  1.92926  2.92931  1.73562
H  0.90026  1.54431  1.90162
H  0.06626  2.31331  -0.43138
H  0.97926  3.70431  -0.15838
H  -2.44074  3.02731  1.66762
H  -1.09674  2.28431  2.46062
H  -1.70474  1.73131  0.73762
O  0.56926  -0.31869  -1.09738
C  -0.45674  -0.23669  -2.12238
C  -1.39074  -1.28369  -1.79938
O  -2.02174  -0.97369  -0.56738
H  0.09026  -0.63369  -0.35038
H  -0.93074  0.75931  -2.07938
H  -0.04174  -0.38369  -3.09638
H  -0.95774  -2.27769  -1.71338
H  -2.08774  -1.38869  -2.66938
H  -1.53674  -1.35969  0.15262
O  -6.81774  1.19831  -0.08338
C  -5.66774  1.26731  -0.83938
C  -4.41374  1.04931  -0.06938
O  -3.38774  1.31431  -1.00038
H  -6.80774  1.85931  0.58562
H  -5.78974  0.61031  -1.68538
H  -5.59874  2.27231  -1.27138
H  -4.41974  0.02331  0.22162
H  -4.34974  1.79131  0.74662
H  -2.85374  0.51331  -0.97138
O  1.39226  -5.91969  -0.36838
C  1.67426  -4.55069  -0.42438
C  2.74926  -4.35669  -1.38538
O  2.97826  -2.98969  -1.50838
H  0.66926  -6.02969  0.21862
H  0.75826  -4.03269  -0.71338
H  1.91326  -4.22969  0.60062
H  2.46426  -4.79169  -2.33038
H  3.62826  -4.82969  -0.99138
H  3.66226  -2.74769  -2.11438
O  -1.63174  -2.72669  1.09062
C  -0.50674  -2.88669  1.88862
C  0.51526  -1.93669  1.48462
O  -0.05274  -0.66669  1.66562
H  -2.32974  -3.26369  1.44862
H  -0.83174  -2.76669  2.95262
H  -0.22174  -3.91369  1.54162
H  0.91226  -2.07669  0.45362
H  1.40326  -1.99869  2.12062
H  -0.48574  -0.63769  2.52662
C  -3.14474  0.06831  2.74262
C  -2.50974  -0.72769  3.83562
O  -1.15374  -0.42069  3.97362
H  -3.10774  1.15531  2.88962
H  -4.21774  -0.19269  2.62062
H  -2.66374  -0.13369  1.81962
H  -2.49374  -1.78369  3.66862
H  -3.02074  -0.59469  4.80562
H  -0.86674  -0.72669  4.86162
C  3.58026  0.54631  -2.80838
C  2.87126  1.77531  -3.08938
O  2.84226  2.54731  -1.96438
H  4.66926  0.58431  -2.64838
H  3.46426  0.00531  -3.77138
H  3.05126  -0.05269  -2.06738
H  1.82926  1.56231  -3.38038
H  3.28926  2.34931  -3.88538
H  2.61526  2.06831  -1.14838
C  -0.62174  4.19531  -2.95338
C  -1.77674  4.34131  -2.07038
O  -1.48074  5.06031  -0.90138
H  0.23326  3.80331  -2.44038
H  -0.36374  5.22731  -3.27938
H  -0.84174  3.67531  -3.86938
H  -2.06474  3.37031  -1.69638
H  -2.59374  4.89631  -2.57438
H  -1.16774  4.40331  -0.29438

Properties
**SMILES**: COCCNCCOC.OCCO.OCCO.OCCO.OCCO.CCO.CCO.CCO
**Orbital gap**: 0.3179 hartree
**Lowest unoccupied orbital energy**: -0.268 eV
**DFT total energy**: -49765.1627 eV
**Multiplicity**: 1
**HOMO**: -8.92 eV
**Relative energy (zero: lowest compared OMol25 entry of this formula, charge and spin)**: 0.0 kcal per mole

The following is a DFT calculation (wB97M-V/def2-TZVPD) of CH4N2S in the gas phase in a non-equilibrium geometry.

CARTESIAN COORDINATES (ANGSTROEM)
C  0.66030  -0.89676  -0.29140
N  0.43117  1.21038  -0.30634
N  -0.20224  0.05087  0.35341
S  -1.87865  -0.10517  -0.04242
H  0.51192  -1.16303  -1.32535
H  1.58458  -1.12146  0.21502
H  1.16984  1.51053  0.32708
H  -2.27693  0.51464  1.07000

Properties
**Orbital gap (alpha / beta)**: 0.3062 / 0.3166 hartree
**Lowest unoccupied orbital energy (alpha / beta)**: -0.333 / -0.260 eV
**DFT total energy**: -14912.3546 eV
**Multiplicity**: 1
**HOMO (alpha / beta)**: -8.66 / -8.87 eV
**Relative energy (zero: lowest compared OMol25 entry of this formula, charge and spin)**: 121.1 kcal per mole

The following is a DFT calculation (wB97M-V/def2-TZVPD) of 10 unconnected molecules or ions with the total composition C33H66F16N6O19S4 in a non-equilibrium geometry.

CARTESIAN COORDINATES (ANGSTROEM)
C  -3.37556  -1.21324  -4.63696
C  -2.45515  -0.19220  -3.98067
C  -2.14730  -0.58764  -2.51219
N  -1.13719  0.35281  -1.82077
C  -1.58828  1.81491  -1.68277
C  0.15536  0.46074  -2.69240
C  1.31650  0.55757  -1.68139
C  0.84916  -0.44330  -0.61072
C  -0.69770  -0.26137  -0.47312
H  -3.58637  -0.91644  -5.66437
H  -4.28316  -1.16240  -4.03546
H  -3.03140  -2.24445  -4.55794
H  -2.86114  0.81771  -3.92262
H  -1.60664  -0.14334  -4.66312
H  -1.62568  -1.53988  -2.41601
H  -3.07454  -0.63884  -1.94147
H  -1.65224  2.30479  -2.65439
H  -0.85127  2.32282  -1.06073
H  -2.57738  1.85277  -1.22632
H  0.03017  1.28297  -3.39693
H  0.29273  -0.42854  -3.30754
H  1.54375  1.57810  -1.37323
H  2.23502  0.11699  -2.06907
H  1.37147  -0.20262  0.31523
H  1.03221  -1.48213  -0.88537
H  -1.07054  0.34763  0.35041
H  -1.30203  -1.15554  -0.32030
C  0.68819  -3.42473  1.89680
C  -0.15754  -3.40937  3.17369
O  -0.26923  -4.30980  4.04249
N  -1.04845  -2.16551  3.30922
H  -0.41106  -1.38426  3.25021
H  -1.66334  -2.10534  2.51023
C  -1.91858  -2.24065  4.66085
H  0.88619  -2.40542  1.56529
H  0.15272  -4.00339  1.14412
H  1.66547  -3.87386  2.07372
H  -2.58541  -3.07979  4.46267
H  -2.44270  -1.28583  4.61920
H  -1.30028  -2.27118  5.55799
C  -2.72115  3.72709  3.25474
C  -3.26964  3.40400  1.87035
O  -2.78454  3.78406  0.81198
N  -4.58657  2.59026  1.65919
H  -5.22785  3.00452  2.32044
H  -4.95563  2.75192  0.73303
C  -4.27509  1.07484  1.73979
H  -3.43496  4.24327  3.89673
H  -1.93045  4.46232  3.10533
H  -2.42052  2.83594  3.80572
H  -5.19985  0.52383  1.56860
H  -3.96471  0.79916  2.74765
H  -3.63433  0.81950  0.89581
C  4.39771  1.81074  0.14957
C  5.65855  2.67274  0.59798
O  5.92299  2.74658  1.78298
N  6.49766  3.13193  -0.53632
H  7.35389  2.60194  -0.61433
H  5.86472  3.08612  -1.32205
C  6.92174  4.55052  -0.48340
H  4.25848  0.93587  0.78463
H  4.60154  1.30666  -0.79513
H  3.50455  2.38106  -0.10560
H  6.16639  5.14858  0.02636
H  7.06650  4.77312  -1.54056
H  7.88334  4.54874  0.02984
C  -4.04016  -2.97103  0.90342
O  -4.69927  -3.65849  1.97969
O  -3.07586  -2.04356  1.40264
C  -3.49855  -3.99204  -0.17508
F  -4.38547  -4.96042  -0.40803
F  -3.11551  -3.51749  -1.37594
F  -2.30180  -4.54861  0.26836
C  -5.78528  -3.07816  2.77219
C  -6.33818  -4.13780  3.72468
H  -5.49097  -4.32146  4.38544
H  -7.01346  -3.59921  4.38951
H  -6.69217  -5.00475  3.16683
H  -6.62994  -2.83150  2.12890
H  -5.42005  -2.15962  3.23152
H  -4.74330  -2.34139  0.35824
C  5.54514  -2.69008  -0.74373
O  6.05691  -3.98157  -0.93494
O  5.55542  -2.11912  -1.98459
C  4.15357  -2.80173  -0.01894
F  3.15734  -3.42857  -0.75761
F  4.26216  -3.42348  1.15857
F  3.68331  -1.59208  0.20675
C  7.48535  -4.23246  -0.99300
C  7.68500  -5.65986  -1.50728
H  7.26106  -5.82860  -2.49718
H  8.73253  -5.86721  -1.72587
H  7.20379  -6.40972  -0.87939
H  8.12521  -4.04125  -0.13153
H  7.92519  -3.57628  -1.74405
H  6.19452  -2.19429  -0.02220
C  0.69242  0.84976  4.05542
O  -0.63122  0.69326  4.71373
O  0.94227  -0.23854  3.19950
C  0.69015  2.26631  3.27116
F  0.39991  3.27743  4.07067
F  1.91654  2.64752  2.77304
F  -0.05195  2.32529  2.17730
C  -0.77111  1.19176  6.03722
C  -0.47038  0.09129  7.14339
H  -0.38411  -0.92539  6.75998
H  0.55529  0.20034  7.49579
H  -1.26320  0.11384  7.89108
H  -1.79524  1.56496  6.03425
H  -0.09100  2.01171  6.26791
H  1.54376  0.88824  4.73499
C  3.25317  3.73834  -3.08812
O  2.55042  3.77244  -1.81253
O  4.59456  3.34263  -2.77843
C  2.45540  3.05023  -4.26950
F  2.99805  3.11775  -5.50045
F  2.30045  1.74112  -4.07922
F  1.20501  3.47555  -4.45484
C  1.37048  4.54570  -1.59753
C  1.09074  4.50779  -0.12117
H  1.55465  5.32158  0.43616
H  0.01791  4.56530  0.06279
H  1.41101  3.64518  0.46316
H  0.48484  4.11026  -2.06027
H  1.33101  5.57672  -1.94901
H  3.38002  4.81097  -3.23462
N  2.28158  -3.81401  -5.04534
S  1.70139  -3.20662  -6.25464
O  1.30827  -1.81974  -6.14049
O  1.01163  -4.01544  -7.29150
F  3.18664  -3.05695  -7.01180
S  0.83091  -4.30928  -4.23821
O  0.67992  -5.76172  -4.18561
O  -0.36299  -3.50233  -4.43786
F  1.34885  -3.77556  -2.83852
N  -5.88610  3.14069  -0.68296
S  -5.45746  4.31020  -1.47480
O  -6.53087  5.04970  -2.17170
O  -4.06566  4.33593  -2.00583
F  -5.24637  5.34874  -0.27298
S  -6.05719  2.07927  -1.96328
O  -5.06913  1.05849  -1.90515
O  -6.56460  2.47146  -3.27686
F  -7.37679  1.24564  -1.35125

Properties
**Orbital gap**: 0.1463 hartree
**Lowest unoccupied orbital energy**: 2.071 eV
**DFT total energy**: -169945.9832 eV
**Multiplicity**: 1
**Net charge**: -2
**HOMO**: -1.91 eV